Here is one molecule with the formula C3H7NO from OMol25. Energies are from the ωB97M-V functional and the def2-TZVPD basis.

SMILES string: CNCC=O
Maximum force (eV/A): 3.494
Energy relative to the best compared isomer or geometry (same formula, charge and spin) (kcal/mol): 68.5
HOMO-LUMO gap (eV): 10.464

Cartesian coordinates (Å):
O (1.95793, 1.47630, 0.17278)
N (-0.70411, 0.67727, 0.34779)
C (0.43189, -0.28238, 0.77235)
C (-1.56490, -0.13383, -0.59198)
C (1.72321, 0.31188, 0.20899)
H (-0.25042, 1.23113, -0.45664)
H (-2.31288, 0.48703, -1.14269)
H (-2.12729, -0.90754, 0.01612)
H (0.48833, -0.44067, 1.85902)
H (2.57843, -0.36873, -0.04177)
H (0.60299, -1.40668, 0.25677)
H (-0.82319, -0.64379, -1.40075)

Mulliken population analysis, charges in e, atoms 1 to 6:
1 O -0.430
2 N -0.440
3 C -0.325
4 C -0.736
5 C -0.043
6 H 0.270